Record 1
# C48H120N8

A cluster of 8 separate species, C48H120N8 in total in a non-equilibrium geometry (ωB97M-V with the def2-TZVPD basis set, the OMol25 dataset).

Geometry as XYZ:
```
176
Properties=species:S:1:pos:R:3:lowdin_charge:R:1
C -2.53 -6.18 5.30 -0.0997
C -1.98 -7.41 6.09 -0.2680
N -2.41 -7.48 7.50 -0.1670
C -3.91 -7.50 7.58 -0.2383
C -4.21 -7.22 9.07 -0.1000
C -1.81 -8.72 8.12 -0.2586
C -0.74 -8.22 9.02 -0.1164
H -2.47 -5.29 5.92 0.0735
H -3.56 -6.34 4.98 0.0575
H -1.87 -5.99 4.45 0.0667
H -2.18 -8.26 5.44 0.1085
H -0.91 -7.18 6.07 0.1057
H -4.45 -6.76 6.98 0.0996
H -4.35 -8.47 7.35 0.1068
H -3.61 -6.36 9.34 0.0748
H -5.26 -6.97 9.18 0.0637
H -4.02 -8.08 9.72 0.0630
H -1.34 -9.27 7.30 0.1019
H -2.40 -9.41 8.72 0.1123
H -0.07 -8.99 9.40 0.0716
H -1.13 -7.64 9.86 0.0719
H -0.07 -7.52 8.51 0.0705
C 4.37 -7.22 -3.65 -0.0810
C 3.61 -7.79 -2.44 -0.2659
N 4.30 -8.12 -1.20 -0.1960
C 4.65 -6.90 -0.45 -0.2720
C 4.90 -7.10 1.04 -0.1020
C 5.46 -8.97 -1.43 -0.2503
C 5.14 -10.27 -2.17 -0.0844
H 4.83 -6.28 -3.33 0.0678
H 3.64 -7.05 -4.45 0.0731
H 5.18 -7.84 -4.04 0.0579
H 2.83 -7.07 -2.23 0.1100
H 3.17 -8.77 -2.61 0.1010
H 5.51 -6.39 -0.88 0.1080
H 3.83 -6.18 -0.39 0.1119
H 4.99 -6.20 1.65 0.0717
H 4.05 -7.66 1.42 0.0744
H 5.76 -7.74 1.23 0.0558
H 5.83 -9.10 -0.41 0.1027
H 6.22 -8.42 -2.00 0.1088
H 5.08 -10.08 -3.24 0.0619
H 4.26 -10.84 -1.87 0.0776
H 5.96 -10.97 -2.03 0.0689
C 3.14 0.57 -1.63 -0.0730
C 1.61 0.83 -1.75 -0.2820
N 0.82 0.08 -0.82 -0.2018
C -0.58 0.12 -1.33 -0.2132
C -0.74 -0.85 -2.61 -0.0797
C 1.02 0.48 0.58 -0.2349
C 0.62 1.95 0.88 -0.0902
H 3.44 -0.43 -1.96 0.0737
H 3.55 1.00 -0.72 0.0619
H 3.71 1.19 -2.33 0.0602
H 1.40 1.89 -1.61 0.1028
H 1.31 0.57 -2.76 0.0971
H -1.06 -0.43 -0.52 0.1039
H -1.10 1.06 -1.55 0.1025
H -1.79 -0.92 -2.87 0.0578
H -0.29 -0.53 -3.55 0.0499
H -0.33 -1.83 -2.34 0.0684
H 2.04 0.29 0.91 0.1037
H 0.37 -0.07 1.26 0.1028
H -0.32 2.22 0.41 0.0647
H 1.35 2.64 0.45 0.0557
H 0.65 2.13 1.96 0.0697
C -6.05 3.33 -14.89 -0.1143
C -6.86 2.48 -13.95 -0.2439
N -6.05 1.92 -12.82 -0.1993
C -6.73 0.87 -12.01 -0.2674
C -5.85 0.11 -11.14 -0.1109
C -5.42 2.89 -11.97 -0.2797
C -3.90 2.66 -11.96 -0.0719
H -5.69 4.30 -14.57 0.0671
H -6.65 3.68 -15.73 0.0699
H -5.21 2.76 -15.30 0.0760
H -7.68 3.14 -13.66 0.1048
H -7.37 1.71 -14.52 0.1096
H -7.20 0.20 -12.73 0.1140
H -7.54 1.43 -11.53 0.1160
H -5.14 -0.53 -11.66 0.0846
H -6.33 -0.76 -10.68 0.0779
H -5.31 0.71 -10.41 0.0681
H -5.76 3.88 -12.26 0.1085
H -5.81 2.73 -10.97 0.1011
H -3.61 2.00 -11.14 0.0573
H -3.66 2.14 -12.89 0.0697
H -3.33 3.58 -11.99 0.0628
C -3.62 7.56 -5.97 -0.0639
C -3.18 8.96 -5.39 -0.2527
N -2.13 8.87 -4.45 -0.2279
C -2.43 8.06 -3.24 -0.2096
C -3.93 8.23 -2.73 -0.0744
C -0.81 8.59 -4.95 -0.2882
C -0.31 9.54 -6.01 -0.0872
H -4.57 7.25 -5.54 0.0564
H -2.83 6.83 -5.76 0.0608
H -3.64 7.59 -7.06 0.0614
H -2.83 9.53 -6.25 0.0961
H -4.02 9.44 -4.90 0.0989
H -2.14 7.01 -3.33 0.1014
H -1.75 8.42 -2.46 0.1013
H -4.04 7.87 -1.70 0.0622
H -4.23 9.27 -2.67 0.0705
H -4.62 7.63 -3.32 0.0536
H -0.72 7.53 -5.21 0.1095
H -0.18 8.69 -4.07 0.1118
H -0.38 10.61 -5.84 0.0808
H -0.83 9.35 -6.95 0.0656
H 0.76 9.33 -6.01 0.0734
C -8.10 4.35 9.06 -0.0980
C -8.71 3.33 8.13 -0.2719
N -8.20 1.92 8.32 -0.1710
C -6.76 1.78 8.11 -0.2538
C -6.28 2.21 6.72 -0.0771
C -8.99 1.02 7.45 -0.2683
C -8.79 -0.46 7.78 -0.0916
H -8.03 4.03 10.10 0.0814
H -8.66 5.28 8.98 0.0720
H -7.12 4.58 8.63 0.0636
H -9.79 3.42 8.24 0.1033
H -8.70 3.67 7.09 0.0976
H -6.31 2.43 8.87 0.0970
H -6.49 0.79 8.48 0.1027
H -6.45 1.36 6.06 0.0628
H -6.81 3.07 6.30 0.0676
H -5.20 2.32 6.64 0.0705
H -8.71 1.19 6.41 0.0997
H -10.06 1.20 7.58 0.1118
H -9.30 -0.63 8.73 0.0724
H -7.77 -0.79 8.01 0.0573
H -9.17 -1.10 6.99 0.0722
C 3.31 7.72 13.53 -0.0863
C 1.84 7.62 13.16 -0.2810
N 1.59 6.77 12.01 -0.1552
C 1.92 7.41 10.69 -0.2636
C 1.77 6.56 9.49 -0.1181
C 0.19 6.25 11.93 -0.2680
C -0.43 5.34 12.99 -0.0862
H 3.74 6.85 14.03 0.0719
H 3.35 8.54 14.26 0.0694
H 3.94 7.96 12.68 0.0596
H 1.27 7.36 14.04 0.1047
H 1.43 8.61 12.96 0.1095
H 1.27 8.26 10.48 0.1117
H 2.96 7.74 10.74 0.1036
H 2.04 5.52 9.65 0.0869
H 0.71 6.56 9.22 0.0618
H 2.22 7.06 8.63 0.0796
H -0.06 5.71 11.01 0.0911
H -0.47 7.06 11.64 0.1073
H 0.02 4.35 12.96 0.0722
H -1.51 5.25 12.85 0.0743
H -0.25 5.73 13.99 0.0548
C 13.21 -3.89 -9.20 -0.0724
C 11.75 -4.35 -8.67 -0.2325
N 11.76 -4.46 -7.21 -0.2208
C 11.96 -3.20 -6.48 -0.2425
C 10.65 -2.43 -6.47 -0.0822
C 10.78 -5.41 -6.75 -0.2393
C 11.39 -6.86 -6.87 -0.0885
H 13.35 -2.85 -8.89 0.0466
H 13.25 -3.76 -10.29 0.0540
H 14.01 -4.58 -8.96 0.0664
H 11.01 -3.81 -9.25 0.0994
H 11.65 -5.34 -9.10 0.0935
H 12.85 -2.67 -6.81 0.1003
H 12.31 -3.49 -5.49 0.1102
H 10.70 -1.43 -6.05 0.0693
H 9.93 -3.05 -5.94 0.0654
H 10.26 -2.28 -7.48 0.0683
H 10.76 -5.23 -5.67 0.1081
H 9.80 -5.41 -7.22 0.1137
H 11.29 -7.31 -7.86 0.0541
H 12.45 -6.94 -6.62 0.0709
H 10.85 -7.54 -6.22 0.0582
```

HOMO   -8.0 eV
SMILES   CCN(CC)CC.CCN(CC)CC.CCN(CC)CC.CCN(CC)CC.CCN(CC)CC.CCN(CC)CC.CCN(CC)CC.CCN(CC)CC
Strongest force on any atom   3.57 eV/A
Energy above the lowest of the compared OMol25 structures with the same formula, charge and spin   483.4 kJ/mol

=====

Record 2
# C48H120N8Na3O20P

A structure of composition C48H120N8Na3O20P in a non-equilibrium geometry (ωB97M-V with the def2-TZVPD basis set, the OMol25 dataset).

Geometry as XYZ:
```
200
Properties=species:S:1:pos:R:3:lowdin_charge:R:1
Na 3.68 -9.18 -12.51 0.6988
Na 8.67 -12.91 -11.00 0.6834
Na 4.98 -10.72 -5.80 0.6867
P 5.61 -10.80 -9.48 -0.2125
O 4.27 -9.96 -9.37 -0.5718
O 5.27 -12.23 -8.89 -0.5749
O 6.58 -10.11 -8.52 -0.5346
O 6.11 -10.88 -10.95 -0.5459
C 7.03 -2.46 -10.11 -0.1566
O 6.46 -3.59 -9.60 -0.1865
C 7.00 -4.83 -10.07 -0.2113
C 6.57 -5.27 -11.45 -0.1707
N 5.15 -5.69 -11.34 -0.0712
C 4.09 -4.67 -11.31 -0.1876
C 2.57 -5.20 -11.24 -0.1230
O 2.20 -6.04 -12.43 -0.2421
C 1.88 -5.29 -13.61 -0.0992
H 8.00 -2.26 -9.65 0.0825
H 6.50 -1.60 -9.71 0.0876
H 7.14 -2.36 -11.19 0.0872
H 6.76 -5.53 -9.27 0.1295
H 8.07 -5.00 -9.97 0.1137
H 7.18 -6.13 -11.72 0.1138
H 6.76 -4.56 -12.25 0.1131
H 4.94 -6.40 -10.66 0.1102
H 4.07 -4.05 -12.21 0.1026
H 4.42 -4.04 -10.48 0.0993
H 1.99 -4.28 -11.18 0.1043
H 2.42 -5.80 -10.34 0.1109
H 1.13 -5.94 -14.04 0.0828
H 2.79 -5.20 -14.21 0.0849
H 1.35 -4.37 -13.34 0.0846
C -4.13 -10.16 -12.74 -0.1168
O -3.18 -10.20 -11.67 -0.1667
C -1.99 -10.80 -12.10 -0.2261
C -0.88 -10.77 -10.99 -0.1957
N 0.36 -11.40 -11.51 -0.0617
C 0.17 -12.87 -11.45 -0.1796
C 1.13 -13.61 -12.41 -0.1771
O 0.49 -13.82 -13.67 -0.2197
C 0.22 -12.82 -14.64 -0.1011
H -4.86 -9.40 -12.44 0.0833
H -4.76 -11.03 -12.96 0.0796
H -3.71 -9.90 -13.71 0.0807
H -1.50 -10.31 -12.94 0.1148
H -2.16 -11.87 -12.28 0.1059
H -1.15 -11.37 -10.12 0.1034
H -0.69 -9.83 -10.47 0.1168
H 1.08 -11.07 -10.88 0.0991
H -0.85 -13.23 -11.59 0.1167
H 0.53 -13.13 -10.46 0.1152
H 1.33 -14.58 -11.94 0.1119
H 2.13 -13.22 -12.59 0.1215
H 0.13 -13.41 -15.55 0.0845
H 1.00 -12.07 -14.78 0.0789
H -0.72 -12.35 -14.35 0.0661
C 8.49 -12.90 0.96 -0.1348
O 8.79 -12.67 -0.35 -0.2041
C 8.60 -11.43 -0.99 -0.1921
C 8.88 -11.43 -2.56 -0.1982
N 8.19 -10.37 -3.28 -0.0662
C 8.83 -9.04 -3.18 -0.1817
C 8.26 -8.09 -2.03 -0.1779
O 8.88 -6.80 -2.25 -0.2069
C 8.45 -5.78 -1.36 -0.1112
H 8.85 -13.82 1.41 0.0875
H 7.42 -13.13 1.01 0.0821
H 8.74 -12.01 1.54 0.0897
H 9.37 -10.83 -0.51 0.1153
H 7.56 -11.08 -0.95 0.1208
H 8.50 -12.38 -2.92 0.1100
H 9.94 -11.62 -2.75 0.1110
H 8.20 -10.51 -4.28 0.0983
H 8.81 -8.42 -4.08 0.1158
H 9.90 -9.19 -3.01 0.1099
H 8.64 -8.63 -1.16 0.1001
H 7.18 -8.06 -2.13 0.1173
H 8.85 -5.96 -0.36 0.0852
H 7.36 -5.83 -1.43 0.0800
H 8.70 -4.76 -1.65 0.0841
C 7.15 -7.73 -21.30 -0.1117
O 6.98 -8.41 -20.05 -0.2077
C 6.13 -7.76 -19.05 -0.1630
C 6.34 -8.54 -17.71 -0.1881
N 5.48 -9.69 -17.95 -0.0865
C 5.81 -10.85 -17.15 -0.2199
C 7.04 -11.69 -17.50 -0.1645
O 7.13 -11.88 -19.01 -0.2048
C 8.45 -12.25 -19.43 -0.1013
H 6.19 -7.42 -21.73 0.0833
H 7.55 -8.39 -22.07 0.0781
H 7.88 -6.92 -21.35 0.0790
H 5.09 -7.98 -19.31 0.1119
H 6.27 -6.68 -19.03 0.1127
H 6.10 -8.12 -16.73 0.1148
H 7.37 -8.89 -17.65 0.1113
H 5.88 -10.04 -18.81 0.0793
H 4.96 -11.45 -17.46 0.1127
H 5.75 -10.74 -16.06 0.1197
H 6.82 -12.70 -17.15 0.1068
H 7.86 -11.59 -16.78 0.1129
H 8.68 -12.41 -20.48 0.0843
H 8.71 -13.11 -18.81 0.0789
H 9.08 -11.40 -19.14 0.0795
C 1.99 -3.41 -4.48 -0.1449
O 2.16 -4.53 -5.21 -0.1831
C 3.36 -5.17 -4.97 -0.2395
C 3.59 -6.41 -5.86 -0.1935
N 2.72 -7.55 -5.77 -0.0889
C 1.29 -7.33 -5.48 -0.1767
C 0.63 -8.75 -5.38 -0.1597
O -0.78 -8.50 -5.10 -0.1994
C -1.53 -9.63 -4.93 -0.1555
H 0.94 -3.17 -4.63 0.0965
H 2.64 -2.60 -4.82 0.0965
H 2.05 -3.66 -3.42 0.0930
H 3.54 -5.48 -3.94 0.1193
H 4.23 -4.53 -5.11 0.1197
H 4.61 -6.80 -5.78 0.1166
H 3.41 -6.06 -6.88 0.1157
H 2.81 -8.02 -6.66 0.1062
H 0.91 -6.71 -6.29 0.1162
H 1.14 -6.74 -4.59 0.1166
H 1.07 -9.16 -4.48 0.1122
H 0.76 -9.43 -6.22 0.1241
H -0.92 -10.54 -4.88 0.0829
H -2.08 -9.88 -5.84 0.0787
H -2.26 -9.39 -4.16 0.0917
C 12.04 -11.95 -13.32 -0.1065
O 11.36 -11.58 -12.15 -0.1693
C 12.21 -10.88 -11.30 -0.2498
C 11.49 -10.26 -10.15 -0.1997
N 10.87 -11.20 -9.22 -0.0541
C 11.83 -11.63 -8.16 -0.1567
C 12.78 -12.86 -8.47 -0.1569
O 12.08 -13.87 -9.28 -0.1913
C 12.76 -15.03 -9.40 -0.1700
H 11.36 -12.42 -14.04 0.0862
H 12.78 -12.69 -13.00 0.0890
H 12.55 -11.21 -13.94 0.0896
H 12.86 -10.13 -11.74 0.1268
H 12.93 -11.63 -10.98 0.1121
H 10.65 -9.61 -10.39 0.1326
H 12.16 -9.60 -9.59 0.1127
H 10.02 -10.79 -8.85 0.1070
H 11.14 -12.07 -7.44 0.1065
H 12.23 -10.76 -7.64 0.1111
H 13.08 -13.30 -7.52 0.1090
H 13.72 -12.53 -8.90 0.1047
H 12.95 -15.45 -8.41 0.0849
H 13.73 -14.98 -9.89 0.0883
H 12.05 -15.65 -9.94 0.0952
C 9.60 -17.73 -13.06 -0.1108
O 8.89 -16.95 -12.05 -0.1971
C 8.10 -17.66 -11.02 -0.1544
C 7.25 -16.71 -10.11 -0.1810
N 7.91 -15.94 -9.04 -0.0712
C 8.15 -16.58 -7.73 -0.1873
C 8.75 -18.01 -7.64 -0.2406
O 8.90 -18.49 -6.34 -0.1522
C 9.99 -18.01 -5.68 -0.1484
H 10.04 -17.07 -13.81 0.0767
H 9.04 -18.35 -13.75 0.0715
H 10.34 -18.48 -12.75 0.0772
H 8.83 -18.18 -10.40 0.0974
H 7.35 -18.38 -11.36 0.1168
H 6.61 -17.36 -9.52 0.1027
H 6.60 -16.05 -10.69 0.1244
H 7.24 -15.26 -8.71 0.0967
H 7.18 -16.64 -7.24 0.1213
H 8.89 -15.95 -7.23 0.1103
H 9.66 -18.06 -8.23 0.1155
H 8.01 -18.53 -8.25 0.1071
H 10.91 -18.34 -6.16 0.0953
H 9.88 -18.62 -4.79 0.0925
H 10.01 -17.02 -5.23 0.0909
C 1.13 -17.68 -8.13 -0.0582
O 0.95 -16.44 -7.35 -0.2150
C 1.93 -16.31 -6.37 -0.2190
C 1.66 -14.83 -5.67 -0.1412
N 2.89 -14.18 -5.33 -0.1040
C 3.68 -14.87 -4.31 -0.1929
C 3.17 -14.67 -2.84 -0.1455
O 2.26 -15.75 -2.34 -0.2299
C 2.19 -15.81 -0.95 -0.1451
H 0.31 -17.65 -8.85 0.0827
H 0.92 -18.54 -7.49 0.0806
H 2.13 -17.63 -8.58 0.0842
H 2.95 -16.51 -6.71 0.1042
H 1.86 -17.14 -5.68 0.1030
H 0.98 -14.77 -4.82 0.1113
H 1.29 -14.15 -6.44 0.1110
H 3.38 -13.98 -6.19 0.1092
H 4.56 -14.21 -4.29 0.1027
H 4.01 -15.90 -4.44 0.1174
H 2.61 -13.75 -2.66 0.1155
H 4.05 -14.62 -2.20 0.1033
H 3.15 -16.22 -0.62 0.0842
H 1.37 -16.44 -0.62 0.0882
H 2.05 -14.78 -0.62 0.0808
```

HOMO   -4.3 eV
Strongest force on any atom   4.45 eV/A
Energy above the lowest of the compared OMol25 structures with the same formula, charge and spin   1600.2 kJ/mol

=====

> What is the energy above the lowest of the compared OMol25 structures with the same formula, charge and spin in the second record?

1600.2 kJ/mol

=====

> Among the records above, which one has the highest energy above the lowest of the compared OMol25 structures with the same formula, charge and spin?

C48H120N8Na3O20P

=====

> What is the formula in the second record?

C48H120N8Na3O20P